This record from the OMol25 dataset describes a structure of composition C4H6CaLiO in a non-equilibrium geometry. The level of theory is ωB97M-V/def2-TZVPD.

Results
M = 117.110 Da
HOMO = -9.5 eV
E_tot = -24927.1073 eV
frontier orbital gap = 4.41 eV
LUMO energy = -5.1 eV

Geometry as ORCA input:
```
! RIJCOSX wB97M-V def2-TZVPD def2/J DEFGRID3
* xyz 1 1
C 0.702 -1.110 1.068
C -0.485 -1.753 1.136
H 1.098 -0.584 1.941
H 1.303 -1.132 0.155
H -1.051 -1.792 2.072
H -0.888 -2.294 0.273
Li 1.077 -3.591 1.728
O -1.446 2.979 -1.150
C -0.232 2.566 -1.571
C 0.215 1.311 -1.292
Ca -1.784 1.090 -0.444
H 1.174 1.009 -1.726
H 0.317 3.302 -2.189
*
```